[1]
# C36H36NNiP2S3Te

A structure of composition C36H36NNiP2S3Te (ωB97M-V/def2-TZVPD, the Open Molecules 2025 dataset).

```
! RIJCOSX wB97M-V def2-TZVPD def2/J DEFGRID3
* xyz 1 1
C -2.509 1.517 -0.622
C -2.947 -2.998 -0.964
C 1.836 -1.819 4.445
C 0.327 -1.703 2.575
H 4.634 3.656 0.006
H 1.361 -3.584 0.735
H -1.874 -3.180 0.893
Te -1.513 -1.782 -1.903
C 3.745 1.519 -2.653
C 2.867 -1.339 3.643
C 4.257 1.050 -1.297
C -4.824 1.081 -1.121
C -0.724 -0.829 -0.268
C 0.570 -2.001 3.911
H 4.176 -0.036 -1.211
S 1.001 3.548 -0.721
H 3.857 -1.202 4.056
C 2.575 -4.463 -2.301
H -0.040 2.890 4.516
C 3.579 3.425 0.163
C -3.599 0.646 -0.645
H -0.658 -1.832 2.145
H -1.820 1.606 5.650
C -3.906 3.262 -1.542
Ni 1.213 1.290 -0.480
H -5.935 2.713 -1.963
C 1.348 -1.218 1.770
C 2.103 -4.595 -1.005
C -0.645 2.189 3.956
H -0.235 -2.374 4.532
H 3.334 3.708 1.188
P 1.002 -0.857 0.020
C -2.767 -3.444 0.336
H -2.788 -0.328 1.959
H -4.027 4.285 -1.874
H -1.868 3.540 -0.971
S 1.957 1.279 -2.873
H 2.870 -5.342 -2.860
C -1.640 1.467 4.592
H 3.434 -0.671 1.697
P -0.941 0.920 0.061
C 2.672 -3.205 -2.882
H 0.383 4.675 -2.746
C 1.713 -3.475 -0.283
C -3.751 -4.233 0.911
C -2.679 2.829 -1.055
C -0.428 2.013 2.593
C 2.267 -2.087 -2.172
H -5.936 -4.480 -1.468
H 2.024 -2.057 5.484
H -3.633 -4.593 1.928
H -5.663 0.398 -1.134
H -4.306 -3.053 -2.646
C -2.413 0.562 3.869
H 0.361 2.572 2.101
H 5.312 1.308 -1.192
H 2.691 5.236 -0.577
H 3.049 4.068 -1.841
H 3.047 -3.101 -3.892
H -3.496 -0.372 -0.293
C 2.621 -1.038 2.313
H 2.311 -1.118 -2.646
C -4.105 -3.374 -1.630
C -1.198 1.118 1.861
C 1.774 -2.216 -0.875
C 2.699 4.173 -0.819
S 3.374 1.632 0.165
H 0.815 2.728 -4.353
H -0.485 3.172 -2.459
H 2.036 -5.574 -0.548
H 2.271 3.478 -3.748
C -4.977 2.383 -1.584
C -2.193 0.391 2.513
C 0.501 3.629 -2.457
N -4.871 -4.603 0.287
H 4.258 0.943 -3.424
H -3.185 -0.011 4.366
H 3.977 2.565 -2.831
C -5.024 -4.176 -0.967
C 1.399 2.900 -3.449
*
```

Properties
electronic energy = -138820.204 eV
highest occupied orbital energy (alpha / beta) = -9.366 / -9.366 eV
LUMO energy (alpha / beta) = -3.257 / -3.253 eV

Results of the Mulliken charge analysis, in e, for atoms 1 through 6:
1. C 1.60
2. C 0.13
3. C -0.82
4. C 0.69
5. H 0.56
6. H 0.38

[2]
# C3H2NO3

The ion C3H2NO3 with charge -1 (ωB97M-V/def2-TZVPD, the Open Molecules 2025 dataset).

```
! RIJCOSX wB97M-V def2-TZVPD def2/J DEFGRID3
* xyz -1 1
H -2.092 -0.241 1.395
C -1.467 -0.305 0.467
O -2.198 0.096 -0.470
H 0.899 1.008 -1.440
C 0.827 -0.649 -0.133
N -0.317 -0.847 0.522
C 1.116 0.764 -0.364
O 1.460 1.668 0.362
O 1.772 -1.493 -0.339
*
```

Properties
relative energy (zero: lowest compared OMol25 entry of this formula, charge and spin) = 132.8 kJ/mol
electronic energy = -10776.393 eV
highest occupied orbital energy = -4.928 eV
LUMO energy = 4.168 eV
SMILES = O=C/N=C(/[O-])C=O

Results of the Mulliken charge analysis, in e, for atoms 1 through 6:
1. H 0.33
2. C 0.05
3. O -0.66
4. H 0.23
5. C 0.51
6. N -0.43

Strongest force on any atom, record by record: 0.0212 0.0932 hartree/bohr